DFT (wB97M-V/def2-TZVPD) results for a structure of composition C3H5Cl2FN2.

Calculated values
Energy above the lowest of the compared OMol25 structures with the same formula, charge and spin in kcal per mole: 94.6
F_max in eV Å⁻¹: 9.82
Frontier orbital gap in eV: 9.82
Electronic energy in eV: -33929.3501

Positions of all 13 atoms, in Å:
C1 0.49144 1.57778 0.04233
C2 0.26688 0.25888 -0.17649
C3 -1.17550 -0.17799 -0.02194
H1 1.59052 2.09002 0.72461
H2 0.18268 2.23185 -0.85906
H3 -0.52103 1.78139 0.98356
H4 0.18013 -2.13148 -0.33357
H5 1.80298 -2.33641 -0.73094
N1 1.29028 -0.54859 -0.20874
N2 1.06471 -1.95696 0.06032
F1 -1.84023 1.02709 0.11418
Cl1 -1.90647 -0.89418 -1.23131
Cl2 -1.42639 -0.92140 1.63705

Partial charges, Löwdin, in e: C -0.105; C -0.563; C -1.323; H 0.195; H 0.098; H 0.196; H -0.029; H 0.154; N 0.011; N -0.008; F -0.176; Cl 0.902; Cl 0.648

DFT (wB97M-V/def2-TZVPD) results for a cluster of 16 separate species, C70H184N12O23 in total.

Calculated values
Energy above the lowest of the compared OMol25 structures with the same formula, charge and spin in kcal per mole: 21.2
F_max in eV Å⁻¹: 3.39
Frontier orbital gap in eV: 9.29
Electronic energy in eV: -140530.9190

Positions of all 289 atoms, in Å:
C1 20.90404 13.91539 14.33231
O1 22.15637 13.48617 13.93363
C2 23.08628 13.25270 14.92396
C3 22.79672 12.18796 15.95826
N1 23.79232 11.86128 16.88852
C4 25.20150 11.82680 16.33498
C5 25.38651 10.51038 15.57157
O2 26.65556 10.63458 14.96146
C6 26.76515 9.67481 13.93221
H1 20.54291 14.62212 13.61619
H2 21.02632 14.40255 15.29421
H3 20.21486 13.08264 14.49036
H4 23.33949 14.15603 15.49621
H5 23.99540 13.09202 14.31830
H6 22.56285 11.29634 15.29699
H7 21.95772 12.57251 16.49942
H8 23.81457 12.55059 17.63161
H9 25.89666 11.88522 17.15966
H10 25.52726 12.56120 15.63546
H11 24.57850 10.22305 14.81766
H12 25.43270 9.63988 16.25846
H13 26.08895 9.81447 13.14098
H14 26.78232 8.63806 14.36976
H15 27.71977 9.78660 13.49608
C7 17.76500 13.57288 17.13290
O3 17.45231 13.27603 15.79617
C8 17.18398 14.43399 15.15456
C9 17.27922 14.22055 13.60645
N2 17.12605 15.40004 12.87699
C10 16.88609 15.06302 11.50325
C11 16.68760 16.29432 10.56028
O4 15.83392 17.24538 11.02688
C12 16.33711 18.61082 10.80816
H16 17.95773 12.66503 17.66655
H17 16.87877 14.06826 17.63606
H18 18.64549 14.13536 17.16108
H19 17.96210 15.16962 15.44910
H20 16.18823 14.79080 15.32399
H21 16.50046 13.41615 13.33789
H22 18.31089 13.85767 13.34725
H23 16.41298 16.06036 13.20384
H24 16.05723 14.35968 11.35078
H25 17.79316 14.51694 11.00861
H26 16.24454 15.79980 9.67649
H27 17.70546 16.71926 10.21603
H28 17.32067 18.71277 11.35220
H29 15.56197 19.31222 11.19297
H30 16.64399 18.76350 9.79326
C13 16.05836 16.87818 17.49742
O5 15.22735 17.93957 17.94903
C14 13.81598 17.62528 17.92235
C15 13.14953 18.88049 18.36807
N3 13.32675 19.28707 19.76273
C16 12.32110 18.66457 20.63145
C17 12.49848 19.01090 22.07284
O6 13.67910 18.41352 22.54748
C18 13.89685 18.46678 23.92198
H31 16.02860 16.79612 16.34081
H32 15.83428 15.92357 17.99180
H33 17.10168 17.14364 17.82841
H34 13.55862 16.82140 18.58154
H35 13.41552 17.35833 16.92966
H36 12.04563 18.68001 18.28518
H37 13.45960 19.70712 17.66725
H38 14.28201 19.06093 20.12024
H39 12.33522 17.58589 20.45400
H40 11.33945 19.03943 20.38619
H41 11.66746 18.67601 22.69699
H42 12.65255 20.05440 22.18656
H43 13.02706 18.36435 24.57367
H44 14.38891 19.44605 24.20940
H45 14.66409 17.65140 24.16252
C19 25.77519 24.96218 14.83497
O7 24.93465 25.87657 14.12334
C20 23.93404 25.28782 13.27310
C21 22.79545 24.71830 14.06000
N4 22.00147 25.83859 14.62525
C22 21.04768 25.45492 15.69161
C23 21.61304 25.12676 17.05393
O8 21.80892 26.36211 17.78826
C24 22.48380 26.15215 18.95192
H46 26.72645 25.39747 15.04470
H47 25.93578 23.95869 14.29007
H48 25.37988 24.63739 15.87330
H49 24.44762 24.46309 12.65698
H50 23.65409 26.10859 12.53076
H51 23.13142 23.92704 14.73060
H52 22.03036 24.30369 13.32696
H53 22.73894 26.51915 14.99131
H54 20.48810 24.59123 15.31480
H55 20.30142 26.32836 15.83046
H56 22.61769 24.62344 17.03490
H57 20.97438 24.48568 17.63043
H58 22.05272 25.32174 19.49899
H59 22.56525 27.08767 19.49282
H60 23.50181 25.76246 18.75362
C25 30.21415 13.89906 16.16354
O9 28.90902 14.46735 16.05036
C26 28.69015 15.80253 15.72482
C27 27.27121 16.14203 15.84030
N5 26.79290 16.17692 17.24230
C28 25.39276 16.25855 17.57308
C29 24.97772 17.70959 17.50451
O10 23.57218 17.85531 17.25695
C30 23.19021 17.60025 15.91860
H61 30.84618 14.10289 15.33168
H62 30.08362 12.80818 16.28902
H63 30.70360 14.23074 17.05895
H64 29.03101 15.99214 14.71069
H65 29.15817 16.54275 16.38317
H66 26.70420 15.49159 15.18586
H67 27.17832 17.18809 15.41478
H68 27.19538 15.35879 17.63785
H69 25.27729 15.82386 18.54377
H70 24.83086 15.57424 16.90392
H71 25.58875 18.22792 16.75030
H72 25.10958 18.24651 18.49470
H73 23.64874 18.30377 15.28834
H74 22.14797 17.74047 15.88044
H75 23.36934 16.52845 15.57998
C31 21.58063 23.04539 20.82714
O11 22.81884 22.70837 20.14404
C32 23.84307 22.29453 20.94770
C33 25.13706 22.00105 20.21009
N6 25.71016 23.18094 19.52888
C34 27.12302 23.08436 19.01166
C35 27.30815 22.00215 17.94982
O12 26.33665 22.21613 16.86847
C36 26.53632 21.28615 15.81029
H76 21.64929 23.98192 21.39588
H77 21.27021 22.27083 21.54141
H78 20.77622 23.12038 20.05323
H79 23.54464 21.38677 21.58551
H80 24.14312 23.15116 21.59992
H81 25.05883 21.08264 19.57357
H82 25.81247 21.73628 21.03662
H83 25.05439 23.33691 18.79983
H84 27.83514 22.84260 19.82830
H85 27.41061 24.12238 18.64916
H86 27.28366 20.99231 18.42249
H87 28.33885 22.16507 17.45547
H88 26.60411 20.21773 16.24494
H89 27.48736 21.51994 15.28162
H90 25.67853 21.42976 15.18052
C37 20.38479 17.74235 13.23537
O13 19.33294 18.59759 13.71709
C38 18.59720 18.01332 14.73488
C39 18.37652 19.03808 15.81559
N7 19.60047 19.16320 16.62593
C40 19.70694 20.41349 17.40864
C41 21.12492 20.79285 17.71236
O14 21.71780 21.02202 16.41810
C42 23.08033 21.35057 16.45187
H91 21.02356 17.37365 14.12503
H92 21.01148 18.21317 12.47782
H93 19.90658 16.86883 12.77314
H94 19.06599 17.04998 15.17970
H95 17.65005 17.73294 14.33024
H96 17.54797 18.75910 16.45162
H97 18.13216 19.97383 15.23860
H98 20.35029 19.11855 15.95556
H99 19.05481 20.26417 18.31804
H100 19.29118 21.23597 16.74054
H101 21.78581 19.98790 18.15219
H102 21.20717 21.62367 18.41593
H103 23.70445 20.45957 16.70206
H104 23.38176 22.22618 17.04826
H105 23.42411 21.63039 15.47498
C43 24.37841 16.81708 12.92338
C44 25.09209 16.56209 11.61839
C45 25.54395 15.14729 11.47442
O15 26.28504 14.68350 12.61802
C46 26.76362 13.33946 12.56411
N8 24.12506 16.79685 10.51194
H106 23.92222 17.77618 12.86326
H107 25.08068 16.79413 13.69043
H108 23.58482 16.14233 13.05074
H109 26.00345 17.20271 11.58823
H110 26.11070 15.06736 10.60994
H111 24.64506 14.51242 11.18865
H112 27.39108 13.29182 13.47804
H113 27.51122 13.09185 11.75510
H114 25.93026 12.62833 12.59916
H115 23.65904 17.66816 10.62882
H116 24.63333 16.91336 9.62838
C47 17.81336 24.42481 20.41448
C48 17.66196 24.59206 18.92339
C49 16.40815 23.97196 18.39438
O16 16.62907 22.53693 18.29014
C50 15.39384 21.87316 17.87951
N9 17.47429 26.03105 18.67998
H117 17.72758 23.36544 20.58540
H118 16.94595 24.95241 20.92130
H119 18.79490 24.84740 20.80274
H120 18.51758 24.20149 18.26864
H121 16.22462 24.33465 17.37814
H122 15.59931 24.20678 19.00407
H123 15.08680 22.37197 16.96292
H124 14.70746 22.06904 18.65749
H125 15.64522 20.82502 17.88012
H126 17.91801 26.70039 19.33509
H127 17.83468 26.38083 17.75874
C51 12.52965 14.57271 12.42569
C52 13.49347 14.91433 13.51055
C53 13.54616 16.42467 13.43985
O17 14.47013 16.89870 14.40304
C54 14.51518 18.32716 14.63042
N10 13.24486 14.31910 14.87629
H128 11.63044 15.15658 12.60812
H129 12.20630 13.51018 12.39115
H130 12.84198 14.94883 11.44535
H131 14.49966 14.57983 13.13578
H132 12.53789 16.82515 13.74405
H133 13.69477 16.73920 12.42742
H134 15.32076 18.61864 15.41403
H135 13.49102 18.65069 15.00673
H136 14.68898 18.91598 13.70737
H137 12.31448 14.50703 15.23880
H138 13.85588 14.80474 15.51346
C55 22.26908 15.26636 18.55647
C56 20.86284 15.88325 18.65964
C57 20.14514 15.58182 19.96908
O18 19.54938 14.30817 20.04694
C58 18.63225 14.19161 21.10825
N11 20.99768 17.35990 18.64021
H139 22.77204 15.68917 17.65833
H140 22.24350 14.23822 18.53694
H141 22.92149 15.63179 19.35762
H142 20.38405 15.52929 17.76422
H143 19.40433 16.35081 20.13411
H144 20.78864 15.75446 20.80528
H145 17.86601 15.05714 21.02325
H146 19.06425 14.28545 22.09729
H147 18.19774 13.16718 21.02120
H148 21.86624 17.71744 18.29440
H149 20.24680 17.77962 18.14175
C59 20.05828 21.08256 10.84276
C60 20.25910 21.87509 12.08738
C61 18.88849 22.06786 12.77793
O19 19.06929 23.10680 13.74787
C62 18.02220 23.51570 14.56069
N12 21.30956 21.23486 12.93806
H150 19.41272 20.23032 11.03316
H151 21.01255 20.83629 10.34848
H152 19.47489 21.66867 10.09264
H153 20.70782 22.89067 11.94433
H154 18.70749 21.12283 13.30041
H155 18.21023 22.35189 12.03833
H156 17.53251 22.65564 15.01698
H157 17.26920 24.19712 13.94621
H158 18.41848 24.12476 15.35271
H159 20.93476 20.34520 13.31272
H160 21.34656 21.89011 13.72881
C63 28.02826 18.58276 21.38590
C64 27.33950 18.24057 20.11142
O20 28.24763 18.12867 19.00660
H161 28.76601 17.82499 21.65602
H162 27.27065 18.77480 22.16320
H163 28.55950 19.49631 21.22326
H164 26.61046 19.02444 19.80119
H165 26.84246 17.20597 20.16271
H166 27.78209 17.51610 18.42782
C65 26.10415 20.12270 12.06696
C66 24.83814 20.99745 12.12633
O21 23.72934 20.15439 11.89759
H167 26.22508 19.73715 11.07172
H168 25.93172 19.31461 12.77850
H169 26.97177 20.71286 12.43982
H170 24.79858 21.81882 11.43395
H171 24.78775 21.46734 13.17055
H172 22.91977 20.61188 12.14617
C67 21.33926 13.33207 9.87208
C68 21.06563 14.48343 10.77359
O22 21.31471 15.79513 10.15249
H173 20.79369 13.48670 8.91043
H174 21.05705 12.37473 10.30374
H175 22.45774 13.18900 9.70374
H176 21.60168 14.44605 11.71084
H177 19.97546 14.59190 10.88279
H178 22.18207 16.17669 10.26647
C69 23.28718 18.64896 21.11725
C70 21.90694 18.96147 21.70662
O23 20.89912 19.33360 20.82441
H179 24.00281 18.63556 21.95142
H180 23.51502 19.30464 20.25028
H181 23.39148 17.62889 20.78263
H182 21.95341 19.66594 22.51468
H183 21.54139 18.06799 22.14131
H184 20.82058 18.73450 20.04100

Atom charges from the Löwdin analysis, given in e for atoms 1 to 99: C -0.106; O -0.175; C -0.259; C -0.249; N -0.033; C -0.162; C -0.230; O -0.200; C -0.120; H 0.058; H 0.083; H 0.100; H 0.105; H 0.122; H 0.142; H 0.107; H 0.091; H 0.119; H 0.083; H 0.136; H 0.128; H 0.068; H 0.110; H 0.069; C -0.083; O -0.154; C -0.260; C -0.222; N -0.064; C -0.217; C -0.266; O -0.204; C -0.050; H 0.088; H 0.102; H 0.048; H 0.110; H 0.092; H 0.140; H 0.113; H 0.098; H 0.102; H 0.133; H 0.118; H 0.143; H 0.086; H 0.094; H 0.071; C -0.115; O -0.206; C -0.220; C -0.228; N -0.049; C -0.221; C -0.231; O -0.202; C -0.137; H 0.084; H 0.074; H 0.098; H 0.112; H 0.110; H 0.131; H 0.117; H 0.129; H 0.119; H 0.115; H 0.125; H 0.116; H 0.077; H 0.097; H 0.108; C -0.109; O -0.208; C -0.223; C -0.229; N -0.054; C -0.190; C -0.190; O -0.187; C -0.145; H 0.066; H 0.096; H 0.094; H 0.126; H 0.146; H 0.094; H 0.123; H 0.134; H 0.086; H 0.145; H 0.121; H 0.097; H 0.056; H 0.095; H 0.091; C -0.074; O -0.181; C -0.260